[1]
C25H22AsF7I2N4O4Pt as an isolated structure at a distorted geometry. Source: the Open Molecules 2025 dataset; level of theory: ωB97M-V/def2-TZVPD.

The geometry in XYZ format:
```
66
Properties=species:S:1:pos:R:3:forces:R:3
Pt -0.99600 3.17173 -1.58881 -1.08 0.13 -0.76
C -0.53552 -4.13783 -3.45104 -1.18 1.60 -0.50
C -1.36247 -3.49782 -2.30649 -1.25 -0.16 -1.85
N -0.98146 -2.10294 -2.02130 0.62 -1.65 -0.01
C -1.49957 -1.09534 -2.69652 -1.29 0.40 -0.52
C -1.20459 0.22095 -2.50532 0.18 0.33 -0.80
C -1.94376 1.14671 -3.48520 0.75 -0.52 0.06
O -2.54863 0.60583 -4.38612 -0.24 0.41 0.02
O -1.76017 2.41094 -3.32903 0.10 0.16 0.55
C -0.10932 0.52354 -1.70482 -0.52 -0.40 0.87
O 0.37736 1.66363 -1.45524 0.11 1.10 -0.16
C 0.46990 -0.58777 -0.96878 -0.32 1.62 -0.60
C 1.41548 -0.26277 -0.03050 1.62 1.04 0.79
C 2.05173 -1.21135 0.66466 1.05 -2.54 1.09
F 3.00597 -0.97230 1.62602 -0.74 0.16 -0.87
C 1.79557 -2.59204 0.38692 -0.89 0.81 -1.17
C 0.82283 -2.88112 -0.53996 -0.80 -0.12 -0.21
C 0.07534 -1.87170 -1.17010 0.15 -0.70 0.03
N 2.45577 -3.72333 0.89941 0.21 0.04 1.98
C 2.44470 -3.78251 2.41530 -0.11 -0.39 -1.40
C 2.50286 -5.25011 2.73253 -0.26 -0.58 0.13
N 3.18254 -5.96855 1.58559 -0.36 -0.31 0.23
C 4.36666 -5.18823 1.07488 -0.09 -0.70 0.23
C 3.78848 -3.95703 0.38013 1.46 0.99 -0.39
H -0.89924 -5.08255 -3.78624 -0.46 -0.77 0.16
H 0.47529 -4.21851 -3.22261 1.90 -0.39 0.82
H -0.50781 -3.51446 -4.35875 -0.46 0.11 0.35
H -1.36684 -4.10999 -1.42070 0.27 0.08 0.48
H -2.43301 -3.46891 -2.60982 0.72 0.08 0.12
H -2.26385 -1.19445 -3.48615 0.26 -0.75 0.49
H 1.76871 0.74928 0.07941 -0.36 0.25 0.10
H 0.59242 -3.90608 -0.80267 0.26 -0.02 0.32
H 1.50487 -3.37339 2.77049 0.05 0.19 0.01
H 3.26887 -3.33898 2.94354 0.47 1.01 -0.27
H 1.47856 -5.62111 2.84849 0.46 -0.46 -0.02
H 3.12824 -5.45198 3.60633 -0.37 -0.08 0.02
H 2.52154 -6.02307 0.79521 0.14 -0.20 0.47
H 3.42754 -6.90383 1.93104 0.01 0.21 -0.49
H 4.93496 -5.86114 0.42002 -0.07 0.38 0.17
H 4.96873 -4.91687 1.94887 -0.08 -0.18 -0.23
H 3.84429 -4.04407 -0.74955 -0.48 0.12 1.36
H 4.45518 -3.12587 0.70548 -0.19 -0.22 -0.64
I -4.83404 6.69860 -2.20511 0.67 -0.26 0.65
C -3.35287 6.48832 -0.74629 1.03 2.72 1.32
C -2.99806 7.57932 0.13643 -1.36 -1.83 -1.63
C -2.06055 7.39931 1.12079 0.93 -0.56 1.47
I -1.90100 8.93980 2.55288 0.10 -0.49 -0.40
C -1.24321 6.19264 1.29084 -0.27 0.17 -1.45
C -0.31259 5.87609 2.25711 -0.89 1.28 0.42
C 0.49011 4.77769 2.03374 1.38 -1.43 1.16
C 0.47917 4.02712 0.91666 0.77 0.08 -1.21
N -0.41616 4.33509 -0.09549 1.04 -0.65 0.56
C -1.31852 5.29429 0.17435 -0.90 1.73 1.09
C -2.38321 5.40375 -0.73200 -0.61 0.78 0.28
O -2.47841 4.51572 -1.61236 -0.05 -1.58 -1.77
H -3.51094 8.52646 0.11765 -0.31 -0.05 -0.22
H -0.18149 6.47698 3.14626 -0.07 0.01 -0.05
H 1.18257 4.47486 2.81952 0.04 0.22 -0.28
H 1.32963 3.38533 0.63222 -0.86 0.01 0.38
F -2.02008 2.08075 0.07402 -0.01 -0.38 -0.15
As -3.09170 1.73639 1.57500 0.25 1.07 -0.80
F -2.12856 2.94972 2.37189 0.04 -0.56 0.05
F -4.05629 3.04334 0.98327 -0.26 -0.31 0.11
F -4.01354 1.42636 2.96541 -0.10 -0.05 0.05
F -3.95693 0.61159 0.59316 -0.01 0.15 0.09
F -1.93549 0.50591 1.89142 0.29 -0.14 0.36
```
Forces are in eV/Å.

The molecular weight is 1099.27 g/mol. For the LUMO energy (spin up / spin down), the calculation gives -3.432 / -4.353 eV. For the electronic energy, the calculation gives -5135.145047 Eh. Its charge is +1. For the orbital gap (spin up / spin down), the calculation gives 0.1551 / 0.2317 Eh. Its HOMO energy (spin up / spin down) is -7.653 / -10.658 eV. The expectation value of S² is 3.81. The value obtained for the energy relative to the best compared isomer or geometry (same formula, charge and spin) is 0.000 eV. Its spin multiplicity is 4.

***

[2]
C25H22Br2MnN3O6PS4 as an isolated structure. Source: the Open Molecules 2025 dataset; level of theory: ωB97M-V/def2-TZVPD.

The geometry in XYZ format:
```
64
Properties=species:S:1:pos:R:3:forces:R:3
Mn -0.00119 -0.38756 -0.25283 0.33 -0.51 -0.79
Br 2.01340 -5.22827 -0.86658 -0.01 -0.04 -0.03
C 2.93165 -3.61024 -0.49906 -0.12 0.13 -0.03
C 4.31052 -3.65916 -0.29038 -0.01 -0.12 -0.02
C 5.02738 -2.52303 -0.04965 0.08 0.12 0.02
Br 6.92758 -2.64823 0.15473 -0.09 -0.02 0.01
C 4.37715 -1.26856 0.04328 0.23 0.19 0.11
C 5.02532 -0.03182 0.29249 -0.02 -0.06 -0.03
C 4.30151 1.12377 0.36844 -0.25 -0.12 0.01
C 2.89653 1.06178 0.23450 0.15 -0.15 0.07
N 2.27953 -0.07560 0.02082 -0.06 0.01 -0.30
C 2.97989 -1.23033 -0.12241 -0.33 0.01 -0.03
C 2.18511 -2.41486 -0.49992 0.04 0.23 0.00
O 0.96136 -2.31357 -0.80117 0.31 0.16 0.20
H 4.81345 -4.61618 -0.33332 -0.01 0.00 -0.02
H 6.10217 -0.01956 0.40764 -0.03 0.00 0.00
H 4.77714 2.08011 0.53741 0.03 0.00 0.00
H 2.27965 1.95306 0.28105 0.00 -0.04 -0.04
S -2.42927 -2.10904 -1.40474 -0.05 0.09 0.05
C -3.04384 -0.96049 -2.43211 0.05 -0.01 -0.29
N -2.34510 -0.17694 -3.24185 -0.07 0.22 0.40
C -3.06428 0.83152 -4.00980 0.13 -0.11 -0.06
C -4.39858 1.02146 -3.31019 -0.06 -0.07 -0.01
S -4.77871 -0.61741 -2.61294 -0.02 0.03 0.08
H -1.36453 0.00747 -2.96726 0.21 -0.11 -0.13
H -3.20979 0.46938 -5.03473 0.01 0.02 0.03
H -2.46714 1.74444 -4.02227 -0.01 -0.06 -0.01
H -5.19268 1.33122 -3.98728 0.01 0.03 0.01
H -4.29271 1.72817 -2.49067 -0.05 0.06 0.00
C -3.65423 2.08621 0.23050 0.25 0.30 -0.32
P -2.02975 1.32150 0.64950 -0.25 -0.19 0.67
C -2.73502 0.56384 2.19961 -0.03 -0.05 -0.13
C -3.43896 -0.62794 2.01187 0.06 -0.04 -0.08
C -4.07952 -1.25465 3.06634 -0.03 0.00 0.03
C -4.03017 -0.70384 4.34086 0.00 0.00 -0.03
C -3.34780 0.48462 4.53721 0.01 0.01 0.02
C -2.71092 1.11369 3.47424 0.00 0.04 0.08
C -1.04738 2.68688 1.37486 -0.14 -0.02 -0.12
C -1.17821 4.00021 0.93866 -0.03 0.01 -0.03
C -0.37057 4.99868 1.45986 0.04 0.01 0.04
C 0.58394 4.69574 2.42093 -0.04 0.01 -0.02
C 0.73163 3.38398 2.84891 0.03 -0.01 0.01
C -0.07308 2.38365 2.32490 0.09 -0.11 -0.01
H -3.54880 2.75044 -0.62597 0.03 -0.04 0.00
H -4.04128 2.63040 1.09226 -0.03 0.01 0.02
H -4.33692 1.27387 -0.01734 -0.04 -0.04 -0.01
H -3.45529 -1.08758 1.02700 0.01 0.01 0.02
H -4.60827 -2.18298 2.89372 0.00 -0.06 0.00
H -4.50748 -1.20505 5.17343 -0.03 -0.01 0.03
H -3.29860 0.92643 5.52502 0.02 0.00 0.03
H -2.17940 2.03782 3.65569 0.01 0.03 0.00
H -1.88337 4.22984 0.15243 -0.01 0.01 -0.03
H -0.47075 6.01303 1.09527 -0.01 0.04 -0.01
H 1.21925 5.47514 2.82304 0.03 0.03 0.01
H 1.48162 3.12933 3.58756 0.02 -0.01 0.01
H 0.06334 1.35610 2.65075 -0.01 0.03 -0.01
O 0.91310 2.78387 -1.52682 -0.13 0.03 -0.11
S -0.15131 2.10417 -2.26487 0.08 0.00 -0.10
O -1.49367 2.42861 -1.70600 0.10 0.01 -0.08
O 0.05773 0.58303 -2.06483 -0.36 0.13 0.07
O -0.14340 2.33304 -3.71348 0.05 0.03 0.27
O 0.23881 -1.30582 4.15278 0.12 0.25 0.05
S -0.24279 -1.84955 2.87369 -0.19 -0.54 0.15
N -0.16667 -1.09773 1.62917 -0.01 0.27 0.42
```
Forces are in eV/Å.

The molecular weight is 834.45 g/mol. For the LUMO energy (spin up / spin down), the calculation gives 3.897 / 3.896 eV. For the electronic energy, the calculation gives -9814.954206 Eh. Its charge is -2. For the orbital gap (spin up / spin down), the calculation gives 0.2315 / 0.2345 Eh. Its HOMO energy (spin up / spin down) is -2.403 / -2.486 eV. The expectation value of S² is 8.76. The value obtained for the energy relative to the best compared isomer or geometry (same formula, charge and spin) is 0.096 eV. Its spin multiplicity is 6.

***

[3]
C25H22BrCl2IrN3OP as an isolated structure. Source: the Open Molecules 2025 dataset; level of theory: ωB97M-V/def2-TZVPD.

The geometry in XYZ format:
```
56
Properties=species:S:1:pos:R:3:forces:R:3
Ir -0.07555 0.21855 0.12292 -0.66 -0.30 -0.16
Br 3.21580 -4.37379 4.89729 0.00 0.00 0.00
C 2.33492 -2.98582 3.96990 0.01 -0.01 -0.03
C 1.51607 -2.08905 4.67403 -0.02 0.02 0.00
C 0.86310 -1.08064 4.01777 0.02 -0.05 0.04
C 0.97740 -0.90360 2.62130 0.25 0.11 -0.08
O 0.32086 0.10209 2.10581 -0.29 -0.21 -0.01
C 1.82675 -1.80817 1.91392 -0.08 0.05 -0.04
C 2.08533 -1.77562 0.50983 0.10 0.00 0.02
N 1.57658 -0.94458 -0.34201 -0.04 0.08 -0.02
C 1.79244 -1.06508 -1.73506 0.03 0.00 0.03
C 2.88844 -1.62236 -2.33747 0.00 -0.01 -0.01
C 2.95330 -1.72923 -3.74262 -0.01 0.01 0.01
C 1.93342 -1.27617 -4.52973 0.00 0.01 0.01
C 0.80159 -0.66462 -3.93973 0.00 -0.01 -0.03
C -0.28422 -0.15051 -4.68644 -0.01 0.02 0.01
C -1.33078 0.44276 -4.04079 0.03 -0.02 -0.01
C -1.29866 0.54975 -2.64062 -0.10 -0.07 0.06
N -0.30226 0.08522 -1.91749 -0.01 0.21 -0.06
C 0.74732 -0.54543 -2.54212 0.04 0.07 0.00
C 2.48511 -2.84450 2.62338 0.00 0.00 0.05
H 1.39894 -2.20331 5.74345 0.00 0.00 0.00
H 0.22635 -0.39091 4.55486 0.00 0.00 0.00
H 2.74921 -2.55186 0.13097 0.02 0.01 0.03
H 3.71745 -1.97830 -1.74008 0.01 0.00 -0.01
H 3.82800 -2.17728 -4.19323 0.00 0.00 0.00
H 1.98183 -1.36337 -5.60704 0.00 0.00 0.00
H -0.27045 -0.23214 -5.76600 0.00 -0.01 0.00
H -2.17761 0.84214 -4.57930 -0.01 -0.01 0.00
H -2.10406 1.02115 -2.08854 0.04 0.01 -0.01
H 3.12018 -3.52984 2.07612 0.00 0.00 0.00
C 2.16314 2.56081 -0.72901 -0.03 0.05 0.05
P 0.54519 2.34742 0.06329 0.62 -0.04 -0.02
C 0.67350 3.06827 1.71557 -0.01 0.01 -0.02
C -0.54596 3.44207 -0.86722 0.01 -0.02 -0.08
H 2.51604 3.58760 -0.62040 -0.01 0.00 -0.01
H 2.08393 2.32605 -1.79164 -0.01 -0.03 0.00
H 2.88417 1.88275 -0.27287 0.00 0.01 0.02
H 0.28439 4.08590 1.69984 0.05 0.02 -0.01
H 1.71716 3.08300 2.02838 -0.02 -0.04 0.04
H 0.09750 2.46824 2.41554 -0.03 0.01 -0.01
H -0.04102 4.40496 -0.96434 -0.03 0.01 0.01
H -1.48502 3.55733 -0.33199 -0.02 -0.04 0.00
H -0.73961 3.04999 -1.86656 0.03 0.03 0.06
Cl -3.96522 2.82442 1.56354 0.00 0.00 0.00
C -3.99435 1.10601 1.44645 0.00 0.01 -0.03
C -5.11768 0.42800 1.85953 0.00 -0.03 0.00
C -5.16484 -0.96009 1.77407 0.01 0.03 0.00
C -4.07969 -1.67089 1.26586 0.02 -0.04 -0.02
C -2.96281 -0.98405 0.86640 -0.08 0.02 -0.01
Cl -1.64473 -1.92214 0.17711 0.26 0.23 0.26
C -2.82743 0.44114 0.92962 -0.02 -0.04 0.08
N -1.77340 1.15446 0.57283 -0.06 -0.07 -0.09
H -5.95844 0.98354 2.25032 0.00 0.00 0.00
H -6.04821 -1.49174 2.09807 0.00 0.00 0.00
H -4.11341 -2.74854 1.18437 0.00 0.00 0.00
```
Forces are in eV/Å.

The molecular weight is 754.47 g/mol. For the LUMO energy (spin up / spin down), the calculation gives -3.773 / -3.784 eV. For the electronic energy, the calculation gives -5145.326087 Eh. Its charge is +1. For the orbital gap (spin up / spin down), the calculation gives 0.2341 / 0.2433 Eh. Its HOMO energy (spin up / spin down) is -10.142 / -10.404 eV. The expectation value of S² is 0.80. The value obtained for the energy relative to the best compared isomer or geometry (same formula, charge and spin) is 0.282 eV. Its spin multiplicity is 2.

***

[4]
C25H22BrIN4O2V as an isolated structure at a distorted geometry. Source: the Open Molecules 2025 dataset; level of theory: ωB97M-V/def2-TZVPD.

The geometry in XYZ format:
```
56
Properties=species:S:1:pos:R:3:forces:R:3
V 6.14977 -17.21374 5.49707 0.44 0.99 0.17
O 5.57061 -19.42190 5.40659 0.13 0.45 0.12
C 5.98940 -20.25854 4.34180 -0.95 -1.27 0.47
C 5.82320 -21.63377 4.46434 0.43 0.38 -0.12
C 6.27873 -22.45979 3.45416 -0.26 -0.59 -0.60
C 6.77627 -21.95571 2.26151 0.16 1.31 0.02
C 6.86659 -20.55828 2.11201 0.21 -0.86 0.54
C 6.47362 -19.73581 3.16620 0.60 0.92 0.34
C 6.87083 -18.29073 3.10954 -0.72 0.61 -1.32
O 5.87426 -17.42306 3.79840 0.98 -0.73 -0.13
N 8.11762 -17.95466 3.76886 -0.19 0.44 0.93
N 7.90721 -18.11203 5.17153 -0.82 0.87 -1.02
C 8.75412 -18.72541 5.93599 1.28 -1.71 0.10
C 8.66007 -18.71504 7.30942 0.62 0.00 0.56
Br 7.22339 -17.67048 7.91183 -0.98 0.21 -0.10
C 9.51221 -19.19452 8.31518 -0.53 0.80 0.92
C 10.88860 -19.47239 8.29609 0.01 -0.09 -1.22
C 11.57239 -20.09038 9.35124 0.38 -0.55 1.51
C 12.96236 -20.24263 9.33041 -1.19 0.57 -0.92
C 13.66828 -19.82537 8.20568 -0.92 0.19 -0.10
C 12.98739 -19.26484 7.10195 1.36 -0.24 -0.13
C 11.64561 -19.07184 7.16098 -0.10 0.17 -0.48
H 4.91659 -19.87564 5.96207 0.10 0.06 -0.17
H 5.38817 -22.09670 5.32512 -0.20 0.01 0.55
H 6.19926 -23.54248 3.55099 -0.04 0.29 0.16
H 7.11421 -22.61908 1.48357 0.02 -0.05 -0.13
H 7.36148 -20.08572 1.26842 -0.29 -0.26 -0.19
H 6.92564 -17.99822 2.03048 -0.06 0.17 0.97
H 8.96420 -18.38121 3.42948 0.18 -0.53 -0.20
H 9.52308 -19.41955 5.54405 -0.40 0.71 -0.27
H 9.04053 -19.11689 9.31182 0.34 -0.52 -0.39
H 11.02994 -20.47721 10.23798 0.26 0.41 -0.70
H 13.45241 -20.64696 10.17456 0.46 -0.44 0.66
H 14.73422 -19.87795 8.15646 0.51 -0.19 0.12
H 13.62113 -18.98924 6.24258 -0.72 0.07 0.41
H 11.16096 -18.53429 6.35516 0.12 0.01 0.12
I 7.77535 -11.14161 5.68077 -0.08 0.53 0.21
C 7.68640 -13.15253 5.40129 -0.40 0.70 1.01
C 8.47163 -13.84991 4.54465 -0.70 -1.85 -0.57
N 8.03721 -15.12344 4.60745 0.96 -0.30 -0.58
N 7.04250 -15.30716 5.49677 0.25 -0.73 -0.60
C 6.84140 -14.08520 5.99935 -0.67 0.68 0.25
H 9.18943 -13.59507 3.80180 0.52 0.39 -0.15
H 8.37153 -15.89770 4.05189 -0.05 -0.24 -0.08
H 6.05830 -13.86031 6.70164 -0.05 -0.21 0.19
C 2.57061 -15.14194 7.39985 0.54 -0.26 -1.42
C 3.04866 -15.11039 6.07820 -0.50 0.99 -0.02
C 4.10673 -15.94164 5.72268 0.05 0.63 -2.22
C 4.69080 -16.77489 6.61977 -0.68 -1.60 2.77
C 4.07295 -16.94813 7.92457 1.54 -0.20 -0.79
C 3.03978 -16.13060 8.27923 0.30 0.14 -0.35
H 1.85026 -14.41781 7.73708 -0.33 0.04 -0.03
H 2.64836 -14.41692 5.30660 0.24 -0.54 0.85
H 4.50452 -15.89603 4.68241 -0.50 0.23 0.40
H 4.52727 -17.64189 8.63087 -0.40 0.07 -0.11
H 2.60898 -16.20151 9.24796 -0.23 -0.11 0.71
```
Forces are in eV/Å.

The molecular weight is 668.23 g/mol. For the LUMO energy (spin up / spin down), the calculation gives -11.908 / -11.947 eV. For the electronic energy, the calculation gives -5149.954908 Eh. Its charge is +3. For the orbital gap (spin up / spin down), the calculation gives 0.1577 / 0.1562 Eh. Its HOMO energy (spin up / spin down) is -16.198 / -16.197 eV.

***

What is the molecular weight in the fourth record? 668.23 g/mol

***

The lowest electronic energy belongs to which entry? C25H22Br2MnN3O6PS4

***

Look up the electronic energy of the third one. -5145.326087 Eh

***

Look up the molecular weight of the fourth one. 668.23 g/mol